Entry 1:
{"formula": "C3H4N2O4", "method": "the ωB97M-V functional and the def2-TZVPD basis", "species": ["C", "N", "O", "O", "H", "C", "O", "N", "O", "C", "H", "H", "H"], "positions_angstrom": [[-0.9406, 1.2064, 1.1096], [-0.7586, -0.7313, -0.3694], [2.4867, -0.6934, -0.9272], [-1.6198, 0.4091, 2.0192], [-1.6598, 1.9468, 0.6232], [0.1262, -1.1991, -1.3832], [0.1241, -2.2423, -2.0150], [1.2459, -0.2778, -1.4376], [0.8549, 0.7462, -0.5463], [-0.2856, 0.4351, -0.0027], [-0.0800, 1.7490, 1.5322], [2.4313, -1.0789, -0.0289], [-1.9247, -0.2699, 1.4260]], "forces_ev_per_a": [[0.59, 2.29, -1.19], [0.13, 0.72, -1.03], [-0.28, -0.27, -0.94], [0.65, 0.25, -0.21], [1.00, -0.57, 0.50], [0.09, -2.84, 0.76], [-0.27, 2.34, 1.13], [0.86, 0.28, 0.63], [0.89, 2.37, 0.24], [-1.48, -3.51, -0.13], [-0.67, 0.12, 0.50], [-0.71, 0.08, -0.32], [-0.79, -1.27, 0.07]], "smiles": "O=c1nc(CO)on1O", "charge": 0, "e_tot_ev": -14342.18747, "lumo_ha": -0.0110, "e_above_lowest_kcal_mol": 103.9}


Entry 2:
{"formula": "C3H4N2OS", "method": "the ωB97M-V functional and the def2-TZVPD basis", "species": ["H", "N", "C", "H", "O", "N", "H", "S", "C", "H", "C"], "positions_angstrom": [[2.3314, -1.7754, 0.0655], [1.6963, -0.9778, 0.0138], [-0.4814, 0.3234, 0.0359], [-2.2490, -0.0883, -0.9392], [2.9785, 0.9106, -0.0622], [0.4096, 1.1437, -0.0615], [-2.5780, -0.2014, 0.7846], [0.0607, -1.4859, 0.1148], [1.9804, 0.3008, 0.0268], [-2.2297, 1.5023, -0.0091], [-1.9188, 0.3480, 0.0307]], "forces_ev_per_a": [[0.31, 0.98, -0.03], [-1.36, -2.42, 0.34], [0.42, -3.82, 0.82], [0.18, 0.38, 0.44], [0.63, 0.35, 0.35], [3.87, 0.32, 0.32], [1.64, 0.78, -0.51], [0.11, 0.62, 0.04], [-2.39, 2.60, -1.10], [0.37, -2.56, 0.22], [-3.78, 2.76, -0.89]], "smiles": "Cc1nc(=O)[nH]s1", "charge": 0, "e_tot_ev": -19037.18260, "lumo_ha": 0.0140, "e_above_lowest_kcal_mol": 43.0}


Entry 3:
{"formula": "C3H4N2OS", "method": "the ωB97M-V functional and the def2-TZVPD basis", "species": ["H", "H", "C", "N", "H", "N", "S", "C", "H", "O", "C"], "positions_angstrom": [[1.2808, 0.5641, -0.9917], [1.6947, 1.8125, 0.4159], [1.6381, -0.4137, 0.5803], [1.1336, -1.4939, 0.7630], [-2.4445, -1.4302, -1.1690], [-1.0802, -0.0777, -0.6103], [-0.5918, 1.0826, 0.3858], [1.1399, 0.9642, -0.0623], [2.7686, -0.2915, 0.7384], [-3.1711, -0.1617, 0.3952], [-2.3682, -0.5547, -0.4455]], "forces_ev_per_a": [[0.27, 0.63, -3.28], [-0.25, -0.84, -1.13], [2.79, 2.00, 0.35], [-0.93, -0.98, 0.08], [-0.80, 0.86, 0.83], [0.20, 0.15, 0.02], [0.03, 0.26, -0.62], [-0.86, -0.60, 4.46], [-1.05, -0.38, 0.04], [0.67, -0.64, -1.35], [-0.06, -0.45, 0.59]], "charge": 0, "e_tot_ev": -19034.40781, "lumo_ha": [-0.0712, -0.0374], "e_above_lowest_kcal_mol": 107.0}


Entry 4:
{"formula": "C3H4N2OS", "method": "the ωB97M-V functional and the def2-TZVPD basis", "species": ["H", "N", "N", "C", "H", "H", "C", "H", "S", "C", "O"], "positions_angstrom": [[1.1768, -1.3992, -0.2095], [-0.1642, -0.0538, 0.4966], [1.2454, 0.5629, -2.5366], [-0.3601, 0.5821, -0.6274], [-0.8929, 0.1785, 1.1914], [0.6341, -1.4567, 1.5567], [0.9614, -0.8674, 0.7914], [1.8824, -0.3374, 1.0274], [-2.2508, 1.4161, -0.6153], [0.4787, 0.6098, -1.6886], [-2.7109, 0.7652, 0.6138]], "forces_ev_per_a": [[-0.13, 0.13, 1.90], [-0.95, 1.62, -0.26], [0.75, 0.10, -1.11], [-5.14, 2.03, 1.50], [0.12, -0.46, -0.18], [-0.16, -2.15, 1.91], [1.27, 0.22, -3.65], [-0.14, 0.32, 0.27], [4.24, -1.15, -1.57], [0.96, -0.22, -0.66], [-0.80, -0.44, 1.86]], "charge": 0, "e_tot_ev": -19035.48738, "lumo_ha": [-0.0485, -0.0303], "e_above_lowest_kcal_mol": 82.1}


Entry 5:
{"formula": "C3H4N2S", "method": "the ωB97M-V functional and the def2-TZVPD basis", "species": ["H", "C", "H", "N", "N", "S", "H", "H", "C", "C"], "positions_angstrom": [[-2.8350, -1.8486, 1.1577], [-1.2439, -1.2013, 0.3593], [3.0774, 0.4652, -0.0328], [-0.1661, -0.7194, -0.1612], [-1.8871, -1.8790, 1.1443], [-1.5735, 0.2346, -0.8140], [0.6544, -0.1244, 0.1220], [0.4763, 2.3108, -0.9091], [1.3261, 1.7901, -0.4970], [2.1713, 0.9720, -0.3692]], "forces_ev_per_a": [[-3.21, 0.32, -0.19], [-1.34, 1.37, 0.45], [-0.84, 0.14, -0.51], [1.32, 0.30, -1.04], [3.75, -1.30, 0.66], [0.13, -0.20, -0.23], [-1.11, -0.93, 0.39], [0.37, 0.09, 0.54], [-2.15, 1.33, -1.39], [3.09, -1.11, 1.33]], "smiles": "[H]/N=C1/NS1.C#C", "charge": 0, "e_tot_ev": -16986.29813, "lumo_ha": 0.0233, "e_above_lowest_kcal_mol": 119.8}


Entry 6:
{"formula": "C3H4N2S", "method": "the ωB97M-V functional and the def2-TZVPD basis", "species": ["N", "C", "C", "S", "N", "H", "H", "H", "H", "C"], "positions_angstrom": [[-0.6099, -1.3341, -0.5781], [2.0571, -0.1704, -1.2270], [-0.9044, -0.9798, 0.4955], [2.2887, -0.1580, 1.5455], [-1.3913, -0.7078, 1.5767], [1.7212, 0.5224, -1.9323], [2.5244, -0.9132, -1.8107], [0.2579, -1.7804, -0.8274], [-1.0882, 0.1186, 2.1020], [2.1127, -0.1417, 0.0056]], "forces_ev_per_a": [[0.99, -1.22, -4.20], [0.31, -0.25, -4.49], [-1.05, 1.01, 3.72], [-0.15, 0.01, 0.34], [-0.04, 0.59, 1.00], [-1.04, 1.55, -0.29], [0.73, -1.40, -0.10], [-0.23, -0.07, 0.12], [-0.22, -0.51, -0.56], [0.69, 0.29, 4.46]], "smiles": "C=C=S.N=C=N", "charge": 0, "e_tot_ev": -16988.52595, "lumo_ha": -0.0144, "e_above_lowest_kcal_mol": 68.4}


Entry 7:
{"formula": "C3H4N2S", "method": "the ωB97M-V functional and the def2-TZVPD basis", "species": ["H", "H", "S", "H", "H", "N", "N", "C", "C", "C"], "positions_angstrom": [[-0.2525, 1.3884, -0.4097], [0.5774, 0.6587, -1.6426], [0.1511, -1.2295, -0.1371], [2.5260, 0.0060, 0.0640], [1.5467, 0.7580, 1.1734], [-0.8448, -1.4132, 0.9900], [-3.4013, -0.4228, -0.0461], [0.5600, 0.7363, -0.6124], [1.5335, 0.2806, 0.2696], [-2.3959, -0.7624, 0.3508]], "forces_ev_per_a": [[-0.57, 0.35, 1.21], [0.88, -0.31, -2.08], [2.38, 0.94, -1.78], [0.89, -0.81, -1.13], [-0.66, 0.51, 2.77], [-5.87, 1.56, 0.48], [-2.07, 0.84, -0.85], [-0.36, -0.72, -0.12], [-0.52, 0.24, -1.10], [5.89, -2.60, 2.59]], "charge": 0, "e_tot_ev": -16985.68008, "lumo_ha": -0.0046, "e_above_lowest_kcal_mol": 134.0}


Entry 8:
{"formula": "C3H4N2Si", "method": "the ωB97M-V functional and the def2-TZVPD basis", "species": ["H", "N", "C", "C", "Si", "H", "H", "N", "C", "H"], "positions_angstrom": [[0.6333, -2.1136, 0.1423], [2.3321, 1.2101, 1.7292], [-0.0774, -1.0741, -1.5889], [1.3080, 1.4164, 1.2924], [-0.4236, 1.2803, 0.5730], [-1.8057, 1.2489, 1.3230], [-0.5512, 2.0829, -0.5643], [-0.0033, -0.9140, -2.7369], [-0.1964, -1.4643, -0.2511], [-1.2159, -1.6725, 0.0814]], "forces_ev_per_a": [[-0.94, 1.10, -0.16], [2.32, -0.20, 0.91], [-0.01, -0.62, -2.00], [-3.45, 0.24, -0.77], [-0.19, -3.43, 0.94], [1.76, 0.17, -0.18], [0.04, 0.79, -1.28], [0.02, 0.31, 0.86], [0.03, 1.87, 1.83], [0.43, -0.21, -0.15]], "charge": 0, "e_tot_ev": -14029.73438, "lumo_ha": [-0.0612, -0.0612], "e_above_lowest_kcal_mol": 55.9}